Entry 1:
An isolated molecule of C5H9NO. Source: the Open Molecules 2025 dataset; level of theory: ωB97M-V/def2-TZVPD.

```
16
Properties=species:S:1:pos:R:3
C -1.30192 -0.19859 1.22415
C -0.08859 0.43411 0.60746
C -0.73400 0.14658 -1.79695
C 1.22258 0.15044 1.31152
O 2.19884 0.06284 0.22948
C 1.49773 -0.09750 -0.90108
N 0.22191 0.08400 -0.71124
H -2.16932 -0.19644 0.55372
H -1.61329 0.34821 2.12165
H -1.12482 -1.24984 1.53720
H -1.05120 1.18341 -1.92066
H -0.27673 -0.22037 -2.71610
H -1.60386 -0.46683 -1.56300
H 1.58416 0.92567 1.99539
H 1.23053 -0.81708 1.86457
H 2.01176 -0.12891 -1.85094
```

Multiplicity: 1
Net charge: 0
Gap between HOMO and LUMO in eV: 6.993
HOMO in eV: -6.08

Entry 2:
C24H57N3O12S3 as an isolated structure. Source: the Open Molecules 2025 dataset; level of theory: ωB97M-V/def2-TZVPD.

```
99
Properties=species:S:1:pos:R:3
C 33.05623 -5.69496 13.92754
C 32.38652 -5.70261 15.31464
N 31.02816 -6.25637 15.33911
C 30.50052 -6.20309 16.76350
C 29.00600 -6.42995 16.77244
C 30.91612 -7.67011 14.91995
C 29.70129 -7.76904 14.01678
H 34.00198 -5.17069 14.06461
H 32.33888 -5.22017 13.25813
H 33.20197 -6.75003 13.69580
H 32.95168 -6.27462 16.05051
H 32.35550 -4.67236 15.66920
H 30.91718 -6.82660 17.55454
H 30.64410 -5.18755 17.13250
H 28.58975 -6.02790 17.69611
H 28.57209 -5.97407 15.88251
H 28.68493 -7.47151 16.75951
H 30.66505 -8.34564 15.73771
H 31.82708 -8.08234 14.48602
H 29.74158 -8.80816 13.69011
H 29.73400 -7.25291 13.05728
H 28.77250 -7.58685 14.55739
C 33.46446 -2.30713 14.91284
C 32.53079 -2.04873 16.18489
N 33.16460 -2.57897 17.39399
C 34.32954 -1.71617 17.75725
C 35.24587 -2.29158 18.88738
C 32.21863 -2.89413 18.44999
C 31.50502 -4.24768 18.24997
H 33.52005 -3.35333 14.61205
H 34.51020 -2.00020 14.93051
H 33.08250 -1.71641 14.08022
H 32.51757 -0.96532 16.30381
H 31.49160 -2.31730 15.99501
H 34.99459 -1.59336 16.90243
H 33.99720 -0.70722 18.00153
H 35.45808 -3.34984 18.73525
H 36.19452 -1.76029 18.96417
H 34.75866 -2.19527 19.85767
H 31.50083 -2.07794 18.53190
H 32.73925 -2.84766 19.40649
H 32.23321 -5.05824 18.27892
H 31.16201 -4.29147 17.21627
H 30.71691 -4.48391 18.96495
C 31.12636 -9.83862 16.96732
C 30.10167 -9.42293 18.02881
N 30.73951 -9.33314 19.34065
C 29.94412 -8.61324 20.38360
C 30.07659 -7.03373 20.21507
C 31.40568 -10.55284 19.88170
C 30.44411 -11.76789 19.88243
H 31.37360 -10.89882 17.02141
H 31.98256 -9.17244 17.07327
H 30.63169 -9.75701 15.99946
H 29.74805 -8.44960 17.68869
H 29.39378 -10.24896 17.96059
H 28.88449 -8.85673 20.30606
H 30.31501 -8.99926 21.33308
H 29.29422 -6.56269 20.81015
H 31.09151 -6.67396 20.38418
H 29.75803 -6.71007 19.22419
H 31.65761 -10.38382 20.92863
H 32.30539 -10.78198 19.31063
H 30.88470 -12.62992 20.38331
H 30.22361 -12.04002 18.85024
H 29.53337 -11.50708 20.42154
C 30.80232 -3.23943 14.55879
C 29.86435 -4.38380 14.22475
O 28.74256 -4.31478 15.03901
S 28.83661 -2.91239 15.97962
O 29.32809 -3.25007 17.34281
O 27.65478 -2.01987 15.81858
O 29.91184 -2.23497 15.01239
H 31.44504 -2.90407 13.74482
H 31.37401 -3.56754 15.42690
H 30.35325 -5.33172 14.44949
H 29.59856 -4.40317 13.16783
C 26.19197 -8.30247 15.51928
C 25.79577 -9.74373 15.44308
O 26.92355 -10.42254 15.89059
S 28.31446 -9.75696 15.33576
O 28.69990 -10.26475 14.03392
O 29.23021 -9.81106 16.46939
O 27.56244 -8.27794 15.18783
H 26.14363 -7.95776 16.55221
H 25.60470 -7.58714 14.94351
H 25.57304 -9.98068 14.40272
H 24.91833 -10.10095 15.98216
C 36.24777 -5.62757 17.45170
C 34.83386 -5.11113 17.10664
O 34.34894 -5.85431 15.99540
S 35.02760 -7.33833 15.94784
O 35.24547 -7.66580 14.51616
O 34.20617 -8.31473 16.72558
O 36.43097 -6.80140 16.67313
H 36.29426 -5.81980 18.52361
H 36.97973 -4.86954 17.17292
H 34.89258 -4.05120 16.85927
H 33.95278 -5.15472 17.74688
```

Multiplicity: 1
Net charge: 0
Gap between HOMO and LUMO in eV: 7.652
HOMO in eV: -7.22

Entry 3:
C23H37N6OSiSn as an isolated structure. Source: the Open Molecules 2025 dataset; level of theory: ωB97M-V/def2-TZVPD.

```
69
Properties=species:S:1:pos:R:3
Sn -0.30439 0.86024 0.26140
N -1.55398 -1.27194 -3.46666
C -0.65070 -0.59092 -2.75697
N -1.02075 -0.43490 -1.49845
C -2.27195 -1.06473 -1.38368
C -3.13802 -1.20721 -0.29588
C -4.32098 -1.88370 -0.51462
C -4.64678 -2.41761 -1.77362
C -3.79991 -2.28543 -2.85281
C -2.61279 -1.59554 -2.62682
H -1.46032 -1.52288 -4.43998
H 0.27054 -0.22641 -3.18375
H -2.91390 -0.80277 0.68397
H -5.02269 -2.00367 0.30001
H -5.58538 -2.93999 -1.89656
H -4.04878 -2.69621 -3.82207
C -1.86868 -3.13244 3.30705
Si -0.19619 -3.65365 2.79252
C -0.02085 -4.67080 1.28511
C 1.22609 -3.26647 3.79278
C 2.43517 -3.95499 3.56203
C 3.51339 -3.76221 4.40288
C 3.40578 -2.87073 5.46622
C 2.22475 -2.16977 5.70061
C 1.13547 -2.37092 4.87749
H -2.22401 -3.88288 4.02590
H -2.56932 -3.12239 2.47265
H -1.88122 -2.17393 3.82602
H -0.06559 -5.72992 1.56747
H 0.93185 -4.51008 0.78091
H -0.84616 -4.49053 0.59552
H 2.52167 -4.65662 2.74062
H 4.43244 -4.30951 4.24450
H 4.24938 -2.72831 6.12934
H 2.15572 -1.49163 6.54019
H 0.20616 -1.85607 5.08983
C -3.18182 5.88314 -2.43436
C -2.55290 4.71185 -3.17084
N -1.38859 4.14239 -2.45413
C -0.11012 4.85937 -2.61414
C 0.28916 5.68589 -1.39721
C -1.47860 3.07542 -1.68501
C -2.81446 2.41820 -1.48821
N -0.42336 2.54587 -1.06987
H -4.08493 6.19871 -2.95505
H -2.50964 6.73982 -2.39681
H -3.45574 5.61381 -1.41299
H -2.18396 5.02355 -4.14702
H -3.27397 3.92119 -3.35724
H -0.23051 5.51390 -3.47402
H 0.66298 4.13742 -2.89223
H -0.48351 6.41265 -1.15294
H 1.20445 6.23373 -1.61835
H 0.46444 5.07943 -0.50720
H -3.60255 3.15504 -1.35309
H -2.81077 1.78155 -0.60426
H -3.07429 1.80007 -2.34974
H 0.43909 3.06153 -1.17993
C 2.63931 3.22656 2.14937
N 3.47243 2.66000 1.09379
C 3.00694 1.80805 0.18705
N 3.83140 1.32846 -0.75458
O 1.78871 1.44882 0.22142
H 3.24366 3.92656 2.71758
H 2.28140 2.44787 2.82079
H 1.79132 3.76450 1.72752
H 4.43837 2.94151 1.04674
H 4.79510 1.60991 -0.82334
H 3.47733 0.68524 -1.43850
```

Multiplicity: 1
Net charge: +3
Gap between HOMO and LUMO in eV: 8.084
HOMO in eV: -16.66

Entry 4:
An isolated ion of composition C5H9NP and charge +1. Source: the Open Molecules 2025 dataset; level of theory: ωB97M-V/def2-TZVPD.

```
16
Properties=species:S:1:pos:R:3
C -2.38443 -0.61435 -0.11700
C -2.14319 0.88256 -0.19017
C -1.31777 -1.30787 0.38868
C -0.88312 1.26000 0.08270
C 1.83719 -0.49661 -0.58408
N 2.63312 0.31599 0.18949
P 0.10624 -0.18685 0.36016
H -3.41493 -0.83427 -0.37279
H -2.97427 1.58855 -0.24707
H -1.32786 -2.33040 0.35386
H -0.48375 2.30546 0.02083
H 1.51819 -0.21761 -1.55138
H 3.63949 0.03136 0.32522
H 2.55854 1.27191 0.16197
H 2.01321 -1.56327 -0.39752
H 0.62335 -0.10460 1.57709
```

Multiplicity: 3
Net charge: +1
Gap between HOMO and LUMO (alpha / beta) in eV: 6.669 / 4.101
HOMO (alpha / beta) in eV: -10.11 / -12.82

Entry 5:
C4H5NO2 as an isolated structure. Source: the Open Molecules 2025 dataset; level of theory: ωB97M-V/def2-TZVPD.

```
12
Properties=species:S:1:pos:R:3
C 1.34352 -0.93580 -0.36782
C -0.05241 -0.46754 -0.18280
C -0.79268 -0.63121 0.96750
O -2.18258 0.05743 0.57148
C -1.35765 0.94698 0.14085
O -0.87308 1.80620 0.96327
N -0.66435 0.49058 -1.04600
H 1.41962 -1.54605 -1.27488
H 2.04001 -0.09432 -0.46729
H 1.63793 -1.54620 0.49053
H -0.52228 0.75003 1.60068
H 0.00394 1.16989 -1.39552
```

Multiplicity: 1
Net charge: 0
Gap between HOMO and LUMO in eV: 8.942
HOMO in eV: -9.05

Entry 6:
A 2-piece molecular cluster, C4H13BFN6O2P overall. Source: the Open Molecules 2025 dataset; level of theory: ωB97M-V/def2-TZVPD.

```
28
Properties=species:S:1:pos:R:3
N 4.37518 -1.06329 0.11327
P 3.04229 -0.68780 -0.64453
N 1.74771 -1.57101 0.08206
C 0.43578 -1.28766 0.18131
N -0.36023 -2.13611 0.85936
C -1.57054 -1.55156 0.81749
N -1.47195 -0.41043 0.11474
B -2.74314 0.38690 -0.00742
N -3.69717 0.11413 -1.12253
O -3.03921 1.38639 0.85568
N -0.21336 -0.20899 -0.33404
C 0.16887 0.92759 -1.14113
C 0.60260 2.09817 -0.17861
F -0.51466 2.78194 0.25921
H 4.75616 -0.18862 0.48041
H 3.20647 -1.16544 -1.97725
H 2.89076 0.71502 -0.57018
H 2.02614 -2.45296 0.51559
H -2.51766 -1.85956 1.26619
H -3.84102 -0.90054 -1.14026
H -3.15605 0.29200 -1.97840
H -3.70855 1.95850 0.44514
H -0.66498 1.35640 -1.73821
H 0.95084 0.70611 -1.89006
H 1.38940 2.74277 -0.60908
H 1.03329 1.59731 0.72072
O 0.75505 -0.57782 3.59702
H 0.11798 -1.00141 3.02350
```

Multiplicity: 1
Net charge: 0
Gap between HOMO and LUMO in eV: 4.692
HOMO in eV: -5.34

The electronic energy results, record by record, are as follows: -325.80785; -3209.60651; -1805.41433; -591.54674; -360.43216; -1105.17048 hartree.
The largest force on an atom results, record by record, are as follows: 0.3; 14.5; 0.4; 5.3; 0.5; 3.8 eV/A.